Record 1
This record from OMol25 describes a molecular structure, C13H44F3O13PtS in a non-equilibrium geometry. The level of theory is ωB97M-V with the def2-TZVPD basis set.

## Properties
Orbital gap (alpha / beta) ... 5.6 / 2.5 eV
M ... 692.62 g mol⁻¹
Total charge ... +1
E_LUMO (alpha / beta) ... -5.89 / -8.99 eV
2S+1 ... 3

```
75
Properties=species:S:1:pos:R:3:mulliken_spin:R:1
Pt -1.0758 3.6849 2.7299 1.79
C 0.8880 0.6851 -0.2874 0.01
F 1.1381 0.4092 0.9947 0.00
F 2.0293 1.0799 -0.8990 0.00
F 0.4173 -0.4360 -0.8869 0.00
S -0.4026 2.1930 -0.3710 0.02
O -1.6514 1.6375 -0.8680 0.01
O -0.4852 2.7867 0.9710 0.11
O 0.1132 3.1406 -1.3857 0.01
O -0.5873 5.5532 1.7289 0.03
H -1.2633 5.8635 1.1264 0.00
H 0.2242 5.9379 1.3976 0.00
O 0.8545 5.8228 -2.5583 0.00
H 0.0252 6.2462 -2.7802 0.00
H 0.6001 4.9868 -2.1676 0.00
O -2.5789 3.5052 -2.8305 0.00
H -2.5686 2.8509 -3.5292 0.00
H -1.8246 3.2846 -2.2841 0.00
O 2.5033 4.3010 0.0538 0.00
H 2.1266 5.1583 0.2520 0.00
H 1.9355 3.9410 -0.6275 0.00
O -1.4962 1.7471 3.4841 0.04
H -0.8299 1.0731 3.6176 -0.01
H -2.2717 1.4103 3.9329 0.00
O -4.7760 2.1131 -2.1923 0.00
H -4.0218 2.6978 -2.1177 0.00
H -4.6270 1.4429 -1.5253 0.00
C -4.2379 -1.5592 -1.5669 0.00
C -4.2934 -1.0226 -0.1476 0.00
C -3.2329 -1.8077 0.7113 0.00
O -3.8552 0.3179 -0.2403 0.00
H -4.4292 -2.6297 -1.4923 0.00
H -3.2365 -1.4288 -1.9772 0.00
H -4.8829 -1.0868 -2.3078 0.00
H -5.2352 -1.1053 0.3948 0.00
H -2.2977 -1.8923 0.1579 0.00
H -3.6083 -2.8295 0.7661 0.00
H -3.1255 -1.3768 1.7068 0.00
H -2.9588 0.4020 -0.5733 0.00
C 2.3606 -2.7851 0.6075 0.00
C 3.2102 -3.2748 1.7766 0.00
C 4.3468 -4.2043 1.3747 0.00
O 3.6055 -2.0952 2.4260 0.00
H 1.5688 -2.0924 0.8925 0.00
H 1.8664 -3.6386 0.1435 0.00
H 2.9773 -2.2447 -0.1107 0.00
H 2.6391 -3.8038 2.5396 0.00
H 4.0006 -5.1849 1.0483 0.00
H 5.1220 -4.2458 2.1399 0.00
H 4.9478 -3.6376 0.6636 0.00
H 4.3390 -1.7612 1.9044 0.00
C -0.8060 -2.2901 3.5884 0.00
C -0.0457 -1.3860 4.5982 0.00
C 1.0401 -2.1493 5.2927 0.00
O 0.2935 -0.1146 4.0139 0.00
H -0.0244 -2.5507 2.8748 0.00
H -1.5459 -1.7671 2.9825 0.00
H -1.1500 -3.1667 4.1374 0.00
H -0.8352 -1.1804 5.3211 0.00
H 1.7474 -2.5498 4.5664 0.00
H 0.6484 -3.0117 5.8321 0.00
H 1.5876 -1.4560 5.9311 0.00
H 1.2443 -0.1076 3.8814 0.00
C 2.3694 0.6790 -4.6959 0.00
C 2.0305 -0.8310 -4.5054 0.00
C 0.5570 -1.0996 -4.4874 0.00
O 2.6297 -1.5261 -5.5741 0.00
H 1.8850 1.1870 -3.8620 0.00
H 1.8928 1.0036 -5.6208 0.00
H 3.4488 0.8311 -4.6931 0.00
H 2.5398 -1.1544 -3.5976 0.00
H -0.0063 -0.8994 -3.5759 0.00
H 0.3562 -2.1277 -4.7888 0.00
H 0.1801 -0.4951 -5.3124 0.00
H 1.9769 -1.9674 -6.1225 0.00
```

***

Record 2
This record from OMol25 describes 10 unconnected molecules or ions with the total composition C13H44F6O9P in a non-equilibrium geometry. The level of theory is ωB97M-V with the def2-TZVPD basis set.

## Properties
Orbital gap ... 10.0 eV
M ... 489.45 g mol⁻¹
Total charge ... -1
E_LUMO ... 2.45 eV
Relative energy (zero: lowest compared OMol25 entry of this formula, charge and spin) ... 1.9 kcal/mol

```
73
Properties=species:S:1:pos:R:3:lowdin_charge:R:1
P 13.2450 22.7265 18.7376 0.19
F 13.0749 22.1851 17.2175 -0.16
F 13.3228 21.2018 19.3046 -0.16
F 14.8644 22.7498 18.4782 -0.18
F 13.4606 23.2634 20.2355 -0.14
F 13.2004 24.2645 18.1798 -0.17
F 11.6385 22.7125 18.8394 -0.15
C 10.5706 19.4183 18.3466 -0.08
C 9.2198 20.1124 18.4198 -0.31
O 8.6025 19.7569 19.6614 -0.09
H 11.2744 19.8251 19.0637 0.04
H 10.9503 19.3596 17.3288 0.07
H 10.4184 18.3562 18.5760 0.08
H 8.5741 19.7458 17.6124 0.11
H 9.3789 21.1903 18.3260 0.10
H 7.8059 20.2899 19.7442 0.07
C 14.7622 25.0774 13.7454 -0.09
C 13.7948 24.7035 14.8373 -0.27
O 12.4353 24.5399 14.3318 -0.11
H 14.8150 24.2716 13.0095 0.08
H 15.7220 25.2986 14.2208 0.08
H 14.5547 25.9664 13.1405 0.07
H 13.7216 25.4937 15.5887 0.11
H 14.0415 23.7512 15.2985 0.11
H 12.1309 25.4306 14.1349 0.09
O 10.0781 23.6107 16.5018 -0.07
H 10.6228 24.2315 16.0045 0.01
H 10.7146 23.1536 17.0706 -0.01
O 12.4538 18.6010 21.3266 -0.07
H 12.7929 19.3884 20.8767 0.01
H 11.5107 18.7721 21.4330 0.03
O 15.1211 21.8115 21.9692 -0.07
H 14.7585 22.1693 21.1380 -0.02
H 14.3916 21.3105 22.3479 0.02
O 16.9564 23.6594 20.2905 -0.05
H 16.2128 23.4767 19.6961 0.00
H 17.7380 23.5320 19.7445 0.01
C 10.4719 20.5085 14.1204 -0.06
C 11.9536 20.7188 13.8880 -0.51
C 12.5524 19.6437 12.9889 -0.06
O 12.1922 21.9591 13.2537 -0.06
H 9.8825 20.5152 13.1985 0.08
H 10.0025 21.2973 14.7190 0.07
H 10.2435 19.6035 14.6900 0.07
H 12.4948 20.6893 14.8433 0.13
H 12.2249 18.6388 13.2563 0.07
H 13.6379 19.7030 12.9340 0.07
H 12.1789 19.8389 11.9768 0.08
H 12.1594 22.7130 13.8676 0.05
C 15.1833 26.7335 19.6486 -0.06
C 16.4330 27.4816 20.0829 -0.49
C 16.6190 28.7494 19.2910 -0.08
O 16.3499 27.7549 21.4966 -0.06
H 15.2510 26.2067 18.6938 0.08
H 14.3707 27.4623 19.5621 0.08
H 14.8813 25.9788 20.3732 0.08
H 17.3149 26.8393 20.0186 0.13
H 17.3264 29.4036 19.8133 0.08
H 15.7035 29.3555 19.2895 0.08
H 16.8853 28.5502 18.2555 0.08
H 15.8373 28.5650 21.6087 0.08
C 18.7620 20.4028 18.9655 -0.05
C 17.7323 20.8167 17.9185 -0.46
C 18.0687 22.1588 17.2416 -0.05
O 17.6932 19.8176 16.8621 -0.07
H 19.7525 20.2060 18.5538 0.08
H 18.4231 19.4977 19.4655 0.08
H 18.8717 21.2631 19.6323 0.07
H 16.7124 20.8730 18.2989 0.12
H 18.5907 22.8779 17.8816 0.06
H 17.1449 22.6639 16.9631 0.07
H 18.7414 21.9768 16.4046 0.08
H 16.8914 19.3123 17.0183 0.08
```

***

Record 3
This record from OMol25 describes 9 unconnected molecules or ions with the total composition C13H44N10O13 in a non-equilibrium geometry. The level of theory is ωB97M-V with the def2-TZVPD basis set.

## Properties
Orbital gap ... 8.8 eV
M ... 548.55 g mol⁻¹
E_LUMO ... -0.02 eV
SMILES string ... NC(N)=O.NC(N)=O.NC(N)=O.NC(N)=O.NC(N)=O.OCCO.OCCO.OCCO.OCCO
Relative energy (zero: lowest compared OMol25 entry of this formula, charge and spin) ... 29.3 kcal/mol

```
80
Properties=species:S:1:pos:R:3:lowdin_charge:R:1
C 0.4595 5.3727 -1.4589 -0.90
O 0.3844 6.3251 -2.1481 0.08
N -0.3987 4.4162 -1.4652 0.18
N 1.4531 5.0408 -0.7629 0.18
H -1.2438 4.6667 -1.9585 0.12
H -0.4707 3.5409 -0.9664 0.09
H 2.2721 5.5270 -1.0989 0.13
H 1.5389 4.1801 -0.2416 0.10
C -3.6950 -2.0590 2.1191 -0.82
O -4.3071 -2.3641 1.0972 0.02
N -3.0033 -2.9335 2.8316 0.16
N -3.6030 -0.9214 2.5961 0.19
H -2.9449 -3.9310 2.6841 0.08
H -2.2150 -2.7240 3.4273 0.08
H -4.0555 -0.1905 2.0659 0.14
H -2.8116 -0.7392 3.1966 0.08
C -0.0857 1.0040 0.1957 -0.69
O 0.5903 1.8829 0.6959 0.03
N -0.1015 0.5504 -1.0485 0.20
N -0.8690 0.1817 0.9226 0.18
H -0.4844 -0.3635 -1.2440 0.10
H 0.6277 0.9625 -1.6129 0.08
H -0.9887 0.5840 1.8412 0.09
H -1.5682 -0.4151 0.5042 0.10
C -1.3564 -4.6063 0.2872 -0.80
O -1.8288 -4.9198 1.3251 0.05
N -1.5524 -5.1726 -0.8571 0.19
N -0.5507 -3.5767 0.1397 0.17
H -0.9846 -4.7128 -1.5545 0.08
H -2.1751 -5.9521 -1.0144 0.13
H -0.0835 -3.3737 -0.7324 0.09
H -0.4075 -2.9667 0.9319 0.11
C 2.1754 -1.0937 -5.0156 -0.68
O 1.9405 -1.8282 -4.0535 0.03
N 2.3413 -1.5000 -6.2250 0.17
N 2.1765 0.2474 -5.0126 0.18
H 2.7348 -0.8777 -6.9164 0.12
H 1.8530 -2.3438 -6.4891 0.12
H 2.0481 0.8333 -4.2000 0.06
H 2.3644 0.6805 -5.9055 0.11
C -1.1696 4.7312 4.2568 -0.27
C -0.6659 4.2808 2.9023 -0.17
O 0.3782 3.2328 3.1086 -0.10
O -1.7298 3.6995 4.9832 -0.07
H -1.9086 5.5320 4.2321 0.12
H -0.2936 4.9345 4.8729 0.13
H -0.2148 5.1049 2.3497 0.12
H -1.4535 3.7321 2.3858 0.12
H 0.6764 2.9784 2.2323 0.01
H -1.6306 3.9438 5.9063 0.10
C 3.4991 0.1403 -1.2694 -0.31
C 3.1231 1.6098 -1.6503 -0.19
O 2.2466 1.7571 -2.7497 -0.10
O 3.8220 0.0428 0.0256 -0.02
H 4.2363 -0.3626 -1.8952 0.12
H 2.7307 -0.6166 -1.4266 0.11
H 4.1021 2.0516 -1.8362 0.12
H 2.7425 2.1382 -0.7762 0.10
H 2.3279 2.5772 -3.2420 0.11
H 4.4698 -0.6656 0.0130 0.10
C -1.1961 -0.3962 5.2078 -0.23
C -0.0057 -0.1819 6.2004 -0.20
O 1.1274 0.0225 5.3266 -0.06
O -1.3247 0.7413 4.3637 -0.09
H -2.0183 -0.4672 5.9199 0.12
H -1.1607 -1.3043 4.6060 0.10
H 0.0183 -0.9358 6.9872 0.12
H -0.2950 0.7683 6.6494 0.11
H 0.6362 0.5342 4.6797 0.05
H -1.5788 1.5442 4.8246 0.07
C -0.9786 -3.1631 -3.9957 -0.20
C -0.0806 -4.2456 -4.6177 -0.22
O 0.4942 -5.3040 -3.8001 -0.07
O -0.2959 -2.3631 -3.0069 -0.11
H -1.8801 -3.4529 -3.4559 0.11
H -1.4123 -2.4887 -4.7341 0.11
H 0.6485 -3.8793 -5.3404 0.09
H -0.7276 -4.7948 -5.3017 0.11
H 1.0272 -5.8103 -4.4174 0.08
H 0.5396 -2.0970 -3.3978 -0.02
```